## one
Molecular formula: C54H114N6O6
Method: DFT, ωB97M-V/def2-TZVPD

Values from the calculation:
* HOMO energy: -7.945 eV
* SMILES: CC1(C)CCCC(C)(C)N1O.CC1(C)CCCC(C)(C)N1O.CC1(C)CCCC(C)(C)N1O.CC1(C)CCCC(C)(C)N1O.CC1(C)CCCC(C)(C)N1O.CC1(C)CCCC(C)(C)N1O
* frontier orbital gap: 8.507 eV

Element x y z (Å)
C1 -6.091 2.133 0.260
C2 -4.573 2.279 0.411
C3 -3.947 0.887 0.567
C4 -3.882 -0.049 -0.626
C5 -3.208 0.772 -1.741
C6 -3.813 2.150 -2.000
N1 -3.880 2.913 -0.725
O1 -4.345 4.229 -0.917
C7 -2.884 2.944 -2.916
C8 -5.178 2.037 -2.713
C9 -4.242 3.052 1.696
H1 -6.392 1.157 -0.129
H2 -6.537 2.925 -0.339
H3 -6.630 2.120 1.213
H4 -2.960 0.974 1.037
H5 -4.526 0.387 1.357
H6 -4.887 -0.376 -0.925
H7 -3.459 -1.020 -0.372
H8 -3.187 0.216 -2.685
H9 -2.148 0.788 -1.457
H10 -3.415 3.694 -3.507
H11 -2.004 3.287 -2.371
H12 -2.486 2.343 -3.742
H13 -5.890 1.506 -2.091
H14 -5.566 3.037 -2.892
H15 -5.040 1.447 -3.620
H16 -4.828 3.969 1.765
H17 -3.220 3.437 1.651
H18 -4.357 2.388 2.551
H19 -3.628 4.709 -1.348
C10 1.491 0.227 3.281
C11 1.691 1.736 3.037
C12 3.105 1.802 2.399
C13 3.383 3.063 1.549
C14 2.240 3.366 0.574
C15 0.866 3.410 1.264
N2 0.680 2.223 2.102
O2 -0.620 2.086 2.609
C16 0.752 4.746 2.027
C17 -0.221 3.435 0.183
C18 1.632 2.465 4.381
H20 1.433 -0.234 2.294
H21 0.635 -0.032 3.904
H22 2.400 -0.170 3.737
H23 3.850 1.856 3.199
H24 3.419 0.941 1.810
H25 4.336 2.933 1.033
H26 3.512 3.937 2.195
H27 2.270 2.564 -0.165
H28 2.364 4.361 0.147
H29 -0.227 4.675 2.512
H30 1.482 4.874 2.825
H31 0.808 5.604 1.361
H32 0.007 4.216 -0.543
H33 -0.338 2.468 -0.297
H34 -1.196 3.699 0.601
H35 2.429 2.046 4.999
H36 0.639 2.472 4.831
H37 1.850 3.539 4.356
H38 -1.091 1.479 2.024
C19 1.647 5.957 -5.549
C20 0.972 6.019 -4.182
C21 2.104 6.210 -3.184
C22 1.632 6.711 -1.811
C23 0.712 7.935 -1.868
C24 -0.401 7.800 -2.932
N3 0.060 7.157 -4.166
O3 -1.024 6.976 -5.033
C25 -1.531 7.067 -2.192
C26 -0.902 9.204 -3.346
C27 0.240 4.682 -3.925
H39 2.297 5.084 -5.629
H40 2.235 6.852 -5.754
H41 0.893 5.854 -6.335
H42 2.499 5.228 -2.910
H43 2.929 6.802 -3.580
H44 2.500 6.963 -1.200
H45 1.097 5.881 -1.344
H46 1.401 8.754 -2.094
H47 0.336 7.941 -0.845
H48 -1.194 6.125 -1.752
H49 -2.039 7.691 -1.459
H50 -2.300 6.747 -2.905
H51 -0.722 9.899 -2.524
H52 -0.372 9.583 -4.221
H53 -1.959 9.215 -3.614
H54 -0.558 4.475 -4.645
H55 -0.293 4.585 -2.976
H56 0.806 3.746 -3.939
H57 -0.868 7.540 -5.799
C28 -2.907 -3.469 2.974
C29 -3.590 -2.989 4.277
C30 -3.815 -4.208 5.194
C31 -2.514 -4.613 5.950
C32 -1.788 -3.417 6.543
C33 -1.491 -2.331 5.504
N4 -2.798 -1.972 4.971
O4 -2.714 -0.803 4.186
C34 -0.979 -1.121 6.341
C35 -0.346 -2.665 4.512
C36 -4.965 -2.418 3.922
H58 -3.609 -3.802 2.196
H59 -2.264 -4.347 3.039
H60 -2.481 -2.636 2.417
H61 -4.695 -4.073 5.827
H62 -4.164 -5.038 4.572
H63 -1.845 -5.183 5.299
H64 -2.802 -5.326 6.727
H65 -0.998 -3.871 7.150
H66 -2.451 -3.060 7.339
H67 -0.014 -1.346 6.792
H68 -0.851 -0.271 5.671
H69 -1.695 -0.911 7.136
H70 0.640 -2.479 4.926
H71 -0.459 -3.728 4.286
H72 -0.523 -2.087 3.607
H73 -4.950 -1.482 3.363
H74 -5.543 -2.151 4.812
H75 -5.530 -3.183 3.390
H76 -3.077 -0.090 4.722
C37 5.909 -7.701 -3.457
C38 4.883 -7.939 -2.346
C39 5.462 -8.967 -1.353
C40 4.712 -9.099 -0.031
C41 4.739 -7.677 0.553
C42 4.014 -6.627 -0.291
N5 4.543 -6.675 -1.646
O5 4.040 -5.728 -2.545
C43 2.496 -6.796 -0.176
C44 4.415 -5.272 0.298
C45 3.598 -8.524 -2.997
H77 6.905 -7.909 -3.052
H78 5.981 -6.690 -3.852
H79 5.816 -8.441 -4.252
H80 5.344 -9.956 -1.826
H81 6.552 -8.983 -1.291
H82 5.293 -9.720 0.651
H83 3.721 -9.522 -0.188
H84 5.796 -7.504 0.774
H85 4.316 -7.723 1.563
H86 1.927 -6.018 -0.687
H87 2.117 -7.771 -0.495
H88 2.099 -6.788 0.846
H89 5.397 -4.904 -0.015
H90 3.713 -4.479 0.029
H91 4.552 -5.282 1.382
H92 3.917 -9.430 -3.515
H93 3.083 -7.756 -3.571
H94 2.822 -8.868 -2.305
H95 4.741 -5.069 -2.630
C46 2.481 -0.682 -2.572
C47 0.995 -0.306 -2.464
C48 0.139 -1.093 -3.479
C49 -0.329 -2.493 -3.048
C50 -0.892 -2.439 -1.624
C51 0.036 -1.792 -0.595
N6 0.523 -0.520 -1.097
O6 1.159 0.320 -0.119
C52 -0.686 -1.664 0.759
C53 1.216 -2.760 -0.317
C54 0.877 1.177 -2.882
H96 3.050 -0.124 -1.825
H97 2.937 -0.398 -3.524
H98 2.629 -1.753 -2.431
H99 -0.684 -0.454 -3.804
H100 0.825 -1.177 -4.327
H101 0.553 -3.132 -3.112
H102 -1.113 -2.841 -3.718
H103 -1.149 -3.459 -1.331
H104 -1.796 -1.827 -1.635
H105 0.087 -1.487 1.514
H106 -1.492 -0.950 0.939
H107 -1.024 -2.635 1.124
H108 0.875 -3.539 0.366
H109 1.585 -3.208 -1.240
H110 2.049 -2.212 0.126
H111 1.664 1.779 -2.423
H112 -0.079 1.602 -2.572
H113 0.931 1.350 -3.958
H114 0.368 0.796 0.142

## two
Molecular formula: C54H114N6O6
Method: DFT, ωB97M-V/def2-TZVPD

Values from the calculation:
* HOMO energy: -8.214 eV
* SMILES: CC1(C)CCCC(C)(C)N1O.CC1(C)CCCC(C)(C)N1O.CC1(C)CCCC(C)(C)N1O.CC1(C)CCCC(C)(C)N1O.CC1(C)CCCC(C)(C)N1O.CC1(C)CCCC(C)(C)N1O
* frontier orbital gap: 8.658 eV

Element x y z (Å)
C1 37.038 -2.177 -17.704
C2 35.806 -1.607 -17.008
C3 34.858 -1.052 -18.056
C4 34.044 -2.088 -18.808
C5 33.322 -2.999 -17.815
C6 34.203 -3.588 -16.712
N1 35.083 -2.576 -16.197
O1 35.875 -3.069 -15.135
C7 33.283 -4.020 -15.584
C8 34.903 -4.827 -17.278
C9 36.193 -0.452 -16.108
H1 36.791 -2.810 -18.556
H2 37.619 -2.787 -17.008
H3 37.675 -1.357 -18.041
H4 34.222 -0.223 -17.722
H5 35.487 -0.534 -18.796
H6 34.732 -2.699 -19.397
H7 33.278 -1.618 -19.409
H8 32.819 -3.805 -18.357
H9 32.539 -2.418 -17.307
H10 33.817 -4.460 -14.738
H11 32.683 -3.182 -15.222
H12 32.580 -4.806 -15.877
H13 34.206 -5.654 -17.431
H14 35.438 -4.651 -18.215
H15 35.656 -5.210 -16.580
H16 36.676 0.308 -16.738
H17 36.914 -0.687 -15.326
H18 35.326 0.051 -15.679
H19 35.353 -2.887 -14.347
C10 22.863 -3.216 -23.535
C11 21.453 -3.391 -24.115
C12 21.436 -3.306 -25.644
C13 22.203 -4.424 -26.294
C14 21.578 -5.771 -25.931
C15 21.379 -5.951 -24.422
N2 20.891 -4.722 -23.815
O2 20.786 -4.925 -22.403
C16 20.336 -7.040 -24.193
C17 22.689 -6.495 -23.801
C18 20.513 -2.344 -23.535
H20 22.872 -3.531 -22.492
H21 23.111 -2.149 -23.522
H22 23.603 -3.739 -24.129
H23 20.389 -3.452 -25.938
H24 21.733 -2.303 -25.950
H25 23.269 -4.447 -26.058
H26 22.171 -4.269 -27.378
H27 22.254 -6.525 -26.337
H28 20.598 -5.896 -26.403
H29 20.254 -7.327 -23.146
H30 19.347 -6.676 -24.483
H31 20.612 -7.918 -24.778
H32 23.540 -5.819 -23.897
H33 22.551 -6.649 -22.730
H34 22.947 -7.439 -24.278
H35 19.460 -2.628 -23.608
H36 20.588 -1.418 -24.114
H37 20.756 -2.090 -22.502
H38 19.957 -4.488 -22.183
C19 29.044 1.353 -14.939
C20 29.669 2.745 -14.715
C21 28.685 3.816 -15.197
C22 27.447 3.907 -14.328
C23 27.798 4.185 -12.870
C24 28.878 3.221 -12.304
N3 29.930 3.042 -13.316
O3 31.019 2.283 -12.809
C25 29.569 3.947 -11.159
C26 28.228 1.930 -11.787
C27 30.956 2.889 -15.510
H39 29.555 0.567 -14.367
H40 29.259 1.097 -15.976
H41 28.001 1.257 -14.652
H42 29.149 4.803 -15.253
H43 28.372 3.512 -16.204
H44 26.857 2.987 -14.385
H45 26.748 4.680 -14.659
H46 26.890 3.887 -12.337
H47 28.114 5.202 -12.655
H48 30.264 3.291 -10.633
H49 30.142 4.800 -11.516
H50 28.826 4.274 -10.424
H51 27.970 2.024 -10.734
H52 27.372 1.614 -12.388
H53 28.919 1.083 -11.864
H54 31.610 2.025 -15.354
H55 31.497 3.756 -15.135
H56 30.744 2.935 -16.578
H57 30.748 1.351 -12.850
C28 27.396 -3.925 -12.793
C29 28.662 -3.649 -13.630
C30 28.948 -2.120 -13.525
C31 29.759 -1.676 -12.305
C32 30.985 -2.568 -12.219
C33 30.602 -4.043 -12.038
N4 29.820 -4.397 -13.207
O4 29.721 -5.782 -13.442
C34 31.904 -4.840 -12.010
C35 29.874 -4.310 -10.704
C36 28.430 -3.846 -15.135
H58 26.499 -4.063 -13.403
H59 27.204 -3.146 -12.056
H60 27.495 -4.876 -12.262
H61 29.468 -1.717 -14.399
H62 27.982 -1.604 -13.498
H63 29.178 -1.781 -11.386
H64 30.071 -0.642 -12.451
H65 31.673 -2.288 -11.418
H66 31.537 -2.562 -13.164
H67 31.839 -5.832 -11.567
H68 32.322 -4.960 -13.020
H69 32.746 -4.308 -11.557
H70 29.090 -3.586 -10.500
H71 29.506 -5.337 -10.708
H72 30.609 -4.272 -9.894
H73 27.872 -4.773 -15.322
H74 29.374 -3.954 -15.674
H75 27.861 -3.033 -15.584
H76 30.215 -5.908 -14.259
C37 26.895 0.806 -22.097
C38 26.441 -0.396 -21.276
C39 27.027 -1.684 -21.872
C40 28.484 -1.912 -21.462
C41 28.650 -1.850 -19.961
C42 28.124 -0.534 -19.380
N5 26.780 -0.303 -19.873
O5 26.213 0.853 -19.273
C43 28.058 -0.682 -17.857
C44 29.076 0.637 -19.676
C45 24.924 -0.507 -21.422
H77 27.974 0.945 -22.150
H78 26.457 1.732 -21.722
H79 26.562 0.690 -23.135
H80 26.445 -2.576 -21.623
H81 26.991 -1.541 -22.952
H82 29.073 -1.091 -21.882
H83 28.843 -2.857 -21.875
H84 29.697 -1.972 -19.672
H85 28.121 -2.655 -19.433
H86 27.937 0.293 -17.392
H87 27.163 -1.276 -17.633
H88 28.909 -1.186 -17.396
H89 29.968 0.611 -19.039
H90 29.552 0.557 -20.657
H91 28.585 1.595 -19.519
H92 24.703 -0.806 -22.449
H93 24.367 0.403 -21.198
H94 24.542 -1.302 -20.775
H95 25.505 0.488 -18.733
C46 29.195 -2.471 -27.057
C47 28.115 -1.547 -27.619
C48 27.675 -2.095 -28.968
C49 26.428 -1.421 -29.533
C50 25.311 -1.506 -28.514
C51 25.665 -0.970 -27.115
N6 26.967 -1.483 -26.740
O6 27.301 -1.159 -25.407
C52 25.663 0.567 -27.126
C53 24.620 -1.465 -26.116
C54 28.774 -0.159 -27.845
H96 28.896 -3.520 -27.097
H97 29.304 -2.234 -25.997
H98 30.131 -2.298 -27.575
H99 28.510 -1.942 -29.657
H100 27.465 -3.162 -28.864
H101 26.141 -1.967 -30.433
H102 26.581 -0.378 -29.818
H103 24.974 -2.543 -28.425
H104 24.458 -0.883 -28.805
H105 26.034 0.916 -26.161
H106 26.270 0.974 -27.930
H107 24.653 0.964 -27.259
H108 23.671 -0.959 -26.311
H109 24.488 -2.536 -26.259
H110 24.879 -1.202 -25.092
H111 28.881 0.399 -26.912
H112 28.184 0.445 -28.531
H113 29.784 -0.268 -28.244
H114 27.285 -2.004 -24.945

Going by the energies, two is most stable and the next is 36.3 kcal/mol up.

## one
Molecular formula: C4H3NO3
Method: DFT, ωB97M-V/def2-TZVPD

Values from the calculation:
* HOMO energy: -9.944 eV
* SMILES: O=Cc1conc1O
* frontier orbital gap: 9.758 eV

Element x y z (Å)
C1 0.056 -0.812 -0.278
C2 1.091 0.995 -0.407
C3 -0.085 0.585 0.036
C4 -0.867 1.209 1.093
H1 -0.464 -2.760 0.110
H2 1.408 2.092 -0.906
H3 -0.337 2.226 1.573
N1 1.075 -1.107 -1.050
O1 -0.811 -1.743 0.164
O2 1.658 0.004 -1.173
O3 -2.010 1.031 1.498

## two
Molecular formula: C4H3NO3
Method: DFT, ωB97M-V/def2-TZVPD

Values from the calculation:
* HOMO energy: -9.490 eV
* SMILES: O=C1C=NO/C1=C\O
* frontier orbital gap: 8.219 eV

Element x y z (Å)
C1 -1.532 0.520 -0.131
C2 -0.283 0.071 -0.155
C3 1.934 -0.374 -0.072
C4 0.984 0.798 -0.210
H1 -2.739 -1.123 0.160
H2 -1.296 1.611 0.078
H3 3.122 -0.383 0.393
N1 1.407 -1.666 0.122
O1 -2.760 -0.056 0.076
O2 -0.065 -1.349 -0.270
O3 1.227 1.952 0.008

## three
Molecular formula: C4H3NO3
Method: DFT, ωB97M-V/def2-TZVPD

Values from the calculation:
* HOMO energy: -10.822 eV
* SMILES: N#C[C@H]1O[C@@H]1C(=O)O
* frontier orbital gap: 9.874 eV

Element x y z (Å)
C1 1.677 -0.067 -0.175
C2 0.286 -0.711 0.026
C3 -0.923 0.240 -0.111
C4 -2.310 -0.248 -0.283
H1 0.747 1.511 0.431
H2 0.114 -1.790 0.378
H3 -0.756 0.876 -1.085
N1 -3.657 -0.212 -0.202
O1 1.594 1.294 -0.313
O2 2.866 -0.939 -0.109
O3 -0.320 0.345 1.041

Going by the energies, one is most stable and the next is 26.0 kcal/mol up.

## one
Molecular formula: C2H4O2
Method: DFT, ωB97M-V/def2-TZVPD

Values from the calculation:
* HOMO energy: -8.611 eV
* SMILES: O=CCO
* frontier orbital gap: 9.039 eV

Element x y z (Å)
O1 1.242 0.034 -0.652
C1 0.250 0.652 0.063
C2 -1.025 -0.706 0.175
O2 -0.512 -1.768 -0.023
H1 1.089 -0.921 -0.497
H2 0.503 0.872 1.121
H3 -0.047 1.604 -0.435
H4 -1.499 0.235 0.248

## two
Molecular formula: C2H4O2
Method: DFT, ωB97M-V/def2-TZVPD

Values from the calculation:
* HOMO energy: -9.903 eV
* frontier orbital gap: 10.339 eV

Element x y z (Å)
C1 -1.287 0.045 -0.263
C2 0.006 0.047 0.460
O1 -2.378 -0.681 0.039
O2 -2.389 0.749 0.028
H1 -0.864 0.000 -2.073
H2 0.597 -0.806 0.138
H3 -0.157 -0.012 1.538
H4 0.546 0.960 0.224

## three
Molecular formula: C2H4O2
Method: DFT, ωB97M-V/def2-TZVPD

Values from the calculation:
* HOMO energy: -10.383 eV
* frontier orbital gap: 11.278 eV

Element x y z (Å)
C1 -1.423 -0.421 0.354
C2 0.898 0.058 -0.174
H1 -1.191 -0.257 1.483
H2 -1.608 0.666 -0.287
H3 -2.103 -1.186 0.189
H4 2.096 -0.767 -0.133
O1 -0.143 -0.708 -0.392
O2 0.887 1.173 0.101

Going by the energies, three is most stable and the next is 31.6 kcal/mol up.

## one
Molecular formula: C2H4O2
Method: DFT, ωB97M-V/def2-TZVPD

Values from the calculation:
* HOMO energy: -10.838 eV
* SMILES: COC=O
* frontier orbital gap: 11.853 eV

Element x y z (Å)
C1 -0.113 0.958 -0.067
C2 -0.040 -1.296 0.036
H1 0.512 0.999 -0.969
H2 -0.861 1.841 -0.234
H3 0.649 1.132 0.790
H4 -0.425 -2.291 0.578
O1 -0.876 -0.223 0.023
O2 1.155 -1.119 -0.158

## two
Molecular formula: C2H4O2
Method: DFT, ωB97M-V/def2-TZVPD

Values from the calculation:
* HOMO energy: -10.763 eV
* SMILES: COC=O
* frontier orbital gap: 11.699 eV

Element x y z (Å)
C1 0.930 -0.336 0.007
C2 -1.145 0.556 0.013
H1 0.422 -1.065 -0.774
H2 2.014 -0.013 -0.248
H3 1.034 -0.887 0.977
H4 -1.765 1.416 -0.126
O1 0.125 0.906 0.085
O2 -1.615 -0.578 0.066

## three
Molecular formula: C2H4O2
Method: DFT, ωB97M-V/def2-TZVPD

Values from the calculation:
* HOMO energy: -9.956 eV
* SMILES: O=CCO
* frontier orbital gap: 10.805 eV

Element x y z (Å)
C1 -0.951 0.379 -0.087
C2 0.607 0.165 -0.031
O1 -1.853 -0.397 -0.005
O2 1.014 -1.197 -0.161
H1 -1.166 1.512 -0.124
H2 0.840 0.774 0.900
H3 1.090 0.616 -0.848
H4 0.418 -1.853 0.356

## four
Molecular formula: C2H4O2
Method: DFT, ωB97M-V/def2-TZVPD

Values from the calculation:
* HOMO energy: -10.535 eV
* frontier orbital gap: 11.570 eV

Element x y z (Å)
O1 0.675 0.882 0.186
C1 0.076 0.372 -0.989
C2 -0.675 -1.335 1.624
O2 0.152 -1.689 2.315
H1 -0.026 1.063 0.822
H2 -0.751 1.000 -1.346
H3 0.851 0.360 -1.760
H4 -0.301 -0.653 -0.852

Going by the energies, two is most stable and the next is 3.4 kcal/mol up.

## one
Molecular formula: C4H6O2
Method: DFT, ωB97M-V/def2-TZVPD

Values from the calculation:
* HOMO energy: -9.570 eV
* frontier orbital gap: 9.949 eV

Element x y z (Å)
O1 -0.980 2.329 0.358
C1 -0.300 1.190 0.413
C2 -0.059 0.245 -0.738
C3 0.696 -0.545 0.373
O2 1.298 -1.590 0.371
C4 0.363 0.490 1.365
H1 -0.986 2.746 1.232
H2 -0.346 -3.046 -1.817
H3 0.568 0.630 -1.548
H4 -0.945 -0.247 -1.149
H5 0.123 -2.826 -1.281
H6 0.567 0.624 2.420

## two
Molecular formula: C4H6O2
Method: DFT, ωB97M-V/def2-TZVPD

Values from the calculation:
* HOMO energy: -10.051 eV
* SMILES: C[C@H]1O[C@H]1C=O
* frontier orbital gap: 9.437 eV

Element x y z (Å)
C1 0.654 -0.051 1.627
C2 0.671 -0.245 0.148
O1 0.193 -1.306 -0.562
C3 -0.155 0.401 -0.867
C4 -1.499 0.085 -1.366
O2 -1.946 0.649 -2.339
H1 1.029 0.967 1.795
H2 -0.334 -0.148 2.075
H3 1.349 -0.757 2.087
H4 1.654 -0.021 -0.288
H5 0.349 1.204 -1.432
H6 -1.965 -0.778 -0.879

Going by the energies, one is most stable and the next is 32.2 kcal/mol up.